C5H10N2O | ωB97M-V/def2-TZVPD

```
! RIJCOSX wB97M-V def2-TZVPD def2/J DEFGRID3
* xyz 0 1
C -0.737 -1.056 -2.017
C -0.498 0.234 -1.136
C -1.642 0.735 -0.277
N -1.351 0.719 0.969
N -0.151 0.200 1.179
C 0.502 0.316 2.500
C 0.686 0.137 -0.057
O 1.685 1.158 -0.167
H -1.042 -1.800 -1.364
H 0.148 -1.392 -2.371
H -1.505 -0.699 -2.666
H -0.131 1.124 -1.778
H -2.507 1.100 -0.583
H 0.888 1.267 2.597
H -0.243 0.259 3.142
H 1.371 -0.491 2.655
H 1.095 -0.870 0.146
H 2.140 1.008 0.709
*
```

Results
- SMILES string: C[C@H]1C=NN(C)[C@@H]1O
- HOMO: -8.03 eV
- Largest force on an atom: 5.418 eV Å⁻¹
- ΔE to the lowest compared entry with this formula, charge and spin: 321.8 kJ/mol
- E_LUMO: 0.0306 hartree



C5H10N2O | ωB97M-V/def2-TZVPD

```
! RIJCOSX wB97M-V def2-TZVPD def2/J DEFGRID3
* xyz 0 1
C 2.052 -1.056 -0.336
C -0.290 -0.329 -0.720
C -1.729 -0.036 -0.259
C -2.106 -0.657 1.108
C 0.718 2.062 0.210
H 2.156 -2.283 -0.634
H 2.986 -1.134 0.297
H 2.312 -0.050 -1.323
H 0.096 0.371 -1.539
H -0.166 -1.322 -1.052
H -2.715 -2.002 1.008
H -1.070 -0.509 1.717
H -3.015 0.537 1.314
H -0.065 2.175 -0.563
H 1.494 3.093 0.361
N 0.705 -0.385 0.540
N 1.219 0.891 0.654
O -2.583 0.633 -0.782
*
```

Results
- HOMO: -9.59 eV
- Largest force on an atom: 6.229 eV Å⁻¹
- ΔE to the lowest compared entry with this formula, charge and spin: 1011.5 kJ/mol
- E_LUMO: 0.0153 hartree



C5H10N2O | ωB97M-V/def2-TZVPD

```
! RIJCOSX wB97M-V def2-TZVPD def2/J DEFGRID3
* xyz 0 1
N 1.477 -0.146 1.321
C 1.518 0.014 -0.044
N 2.505 0.831 -0.523
O 1.069 -0.927 -0.806
H 0.723 -0.764 1.601
H 1.633 0.681 1.877
H 2.658 0.798 -1.520
H 3.080 1.355 0.116
C -1.135 -1.952 0.103
C -0.880 -0.793 -0.588
C -1.236 0.580 0.109
C -1.969 1.520 -0.508
H -2.008 -2.095 0.720
H -0.369 -2.710 0.169
H -1.074 -0.678 -1.649
H -1.410 0.463 1.177
H -1.897 1.687 -1.575
H -2.684 2.136 0.019
*
```

Results
- SMILES string: NC(N)=O.C=CC=C
- HOMO: -6.26 eV
- Largest force on an atom: 4.749 eV Å⁻¹
- ΔE to the lowest compared entry with this formula, charge and spin: 461.5 kJ/mol
- E_LUMO: 0.0224 hartree



C5H10N2O | ωB97M-V/def2-TZVPD

```
! RIJCOSX wB97M-V def2-TZVPD def2/J DEFGRID3
* xyz 0 1
C -1.936 0.274 1.406
C -0.991 0.270 0.235
C 0.450 0.630 0.538
C 1.282 0.892 -0.694
N 2.277 0.244 -1.139
N 2.746 -0.863 -0.511
C -1.138 -0.734 -1.053
O -1.560 0.595 -0.977
H -1.788 -0.611 2.025
H -2.967 0.265 1.059
H -1.790 1.161 2.020
H 0.445 1.543 1.144
H 0.901 -0.154 1.154
H 0.944 1.704 -1.325
H 2.061 -1.436 -0.021
H 3.382 -1.371 -1.108
H -0.425 -0.910 -1.849
H -1.891 -1.499 -0.903
*
```

Results
- SMILES string: C[C@@]1(C/C=N\N)CO1
- HOMO: -8.74 eV
- Largest force on an atom: 3.316 eV Å⁻¹
- ΔE to the lowest compared entry with this formula, charge and spin: 323.2 kJ/mol
- E_LUMO: 0.0329 hartree